13 unconnected molecules or ions with the total composition C6H34O13. Source: the Open Molecules 2025 dataset; level of theory: ωB97M-V with the def2-TZVPD basis set.

Frontier orbital gap (eV): 8.23
LUMO level (eV): -0.078
Relative energy (zero: lowest compared OMol25 entry of this formula, charge and spin) (kcal/mol): 72.07

```
! RIJCOSX wB97M-V def2-TZVPD def2/J DEFGRID3
* xyz 0 1
O -1.7204 2.1922 2.9121
O 3.6031 0.1330 0.5481
O 0.0252 -0.7796 -3.2410
O 1.2353 -3.1020 -2.4746
O -3.0004 -2.1552 -0.6692
O 2.4651 3.4956 -1.5658
O -2.4642 -0.5712 3.4922
O -0.3207 0.1666 2.3428
O 0.7547 -0.7827 4.4971
O 1.6860 1.8684 1.3326
O -0.0382 -2.9137 2.7327
O -1.0131 -3.9192 -0.2246
O 1.1744 1.5779 -3.6096
C -0.8943 2.8652 -2.1292
C -1.6384 1.5505 -1.9215
C -0.8253 0.7059 -1.0210
C -0.0291 -0.1707 1.1015
C 1.0622 -0.8053 0.6517
C -1.1021 0.4149 0.2462
H 0.7415 -3.2075 2.2349
H 4.4433 0.5744 0.6798
H 1.8213 -3.7948 -2.1807
H -1.8024 -3.5525 -0.6246
H -2.6030 1.7815 -1.3356
H 1.1499 1.5710 0.5714
H 2.3889 1.2821 0.9959
H 0.4884 -1.5459 -2.9128
H -1.9261 0.2086 3.2259
H 1.0968 -1.0174 -0.4548
H -3.4740 -1.3907 -1.0143
H 2.4502 4.0028 -0.7355
H -2.9962 -0.5882 2.6858
H -1.8330 1.1012 -2.9097
H -0.3157 -3.2757 -0.1119
H 1.9111 1.8890 -4.1223
H -2.5845 -1.8530 0.2311
H 0.4164 0.0076 2.9985
H 3.5868 -0.1515 -0.3913
H -0.7010 3.1888 -1.1237
H 1.7317 2.9216 -1.3392
H -0.8843 -0.6051 -3.0514
H -1.9695 0.7778 0.7622
H 0.8874 0.6848 -3.7827
H 0.0953 -1.4944 4.4162
H 0.3679 -3.4966 -2.6341
H -0.9079 2.4998 2.5091
H -1.8537 2.6576 3.7373
H -0.6190 -3.4343 2.1600
H -1.2641 3.7898 -2.6023
H 0.1056 2.8932 -2.5913
H 1.7199 -1.2093 1.3867
H 1.3808 -1.1768 3.8495
H -0.0081 0.1917 -1.5268
*
```



A molecular structure, C43H55FIrN4O6S2Si4. Source: the Open Molecules 2025 dataset; level of theory: ωB97M-V with the def2-TZVPD basis set.

Frontier orbital gap (alpha / beta) (eV): 8.12 / 6.91
LUMO level (alpha / beta) (eV): -0.107 / -1.255
<S²>: 0.76
Relative energy (zero: lowest compared OMol25 entry of this formula, charge and spin) (kcal/mol): 1.79

```
! RIJCOSX wB97M-V def2-TZVPD def2/J DEFGRID3
* xyz 0 2
Ir -0.4117 -0.3893 -0.4075
S 3.4144 -0.5420 2.7173
S -2.3899 0.8184 -0.5281
Si 0.2639 -2.9474 -2.2659
Si -5.1924 1.3218 1.5525
Si -2.7183 -2.4553 -2.0757
Si -0.9265 -0.5354 -3.7416
F 0.6618 1.8522 6.0080
O 1.2723 2.8653 -2.2872
O 3.5809 -0.4940 4.1419
O 3.9401 0.5702 1.9530
O 0.2243 1.0527 -1.6431
O 0.0415 0.8520 1.2389
O 0.7067 -2.1957 0.8984
N 1.8692 -0.7987 2.2994
N -1.8070 -1.0287 1.0141
N 2.3262 4.2221 1.3325
N 1.7358 -0.9756 -1.0417
C 3.1482 -2.4541 -2.2253
C 2.9909 -2.6972 1.4354
C -5.9360 1.2328 -0.1577
C 1.1555 2.5691 0.0380
C -4.2173 -1.4072 -2.5254
C -3.1511 -3.2566 -0.4212
C 2.8022 -0.2955 -0.6243
C 0.0516 -4.4278 -1.1265
C -2.8085 -1.8097 2.9945
C 1.0874 2.5037 2.4865
C -2.7905 -0.1272 0.8731
C -1.6743 -1.4286 -5.2369
C 0.6631 1.8816 3.6657
C 2.2854 4.1773 3.7767
C 4.4558 -4.4610 0.8051
C 0.8766 2.1561 -1.3798
C -3.8702 -0.0139 1.7511
C -1.7823 -1.8404 2.0779
C 0.5907 -3.7544 -3.9381
C 1.9447 3.6851 0.1752
C 0.7109 1.9086 1.2104
C 5.3280 -2.5754 2.0485
C 5.5181 -3.8001 1.4139
C 0.8158 -0.1174 -4.3301
C -1.0212 -1.5893 -2.1303
C 1.9009 3.6405 2.5341
C 4.2648 -1.7475 -1.8090
C -2.8478 -3.9146 -3.2773
C 1.8514 3.5559 4.9257
C 3.1420 5.4109 3.8471
C 3.3047 5.3421 1.3625
C 4.0520 -2.0559 2.0452
C -3.8513 -0.9031 2.8180
C 3.1775 -3.9123 0.8049
C 3.0106 6.2193 2.5696
C -1.9270 1.0573 -3.7284
C 1.7331 -1.8773 1.5564
C 3.3037 6.1532 0.0778
C -4.3839 2.9808 1.8428
C -6.5061 1.0014 2.8438
C 1.0542 2.4194 4.8563
C 4.0904 -0.6521 -0.9817
C 1.8780 -2.0622 -1.8170
H 2.6324 0.5356 0.0459
H -2.9804 0.8789 -3.5052
H 1.3247 0.5806 -3.6690
H -5.1966 1.4454 -0.9324
H 2.1269 3.9463 5.8974
H 4.1879 5.1196 3.9857
H 2.3457 -4.4164 0.3316
H -3.8904 -4.2435 -3.2165
H -2.7896 -2.4851 3.8374
H 3.2571 -3.3208 -2.8645
H -4.2602 -0.4545 -2.0013
H -7.3096 1.7343 2.7436
H -2.2808 -3.6088 0.1319
H 3.9478 7.0193 0.2255
H 0.9093 -5.0941 -1.2624
H -2.7530 -1.5696 -5.1587
H 2.8609 6.0033 4.7182
H 1.4114 -4.4658 -3.8001
H -6.3519 0.2431 -0.3572
H -1.5411 1.8155 -3.0508
H -6.9494 0.0096 2.7312
H 6.1463 -2.0550 2.5280
H 4.9243 -0.0821 -0.5972
H -5.1071 -1.9849 -2.2549
H -3.7223 -2.5891 0.2273
H 5.2571 -2.0559 -2.1131
H 0.7065 0.3709 -5.3037
H 3.7105 7.0551 2.5706
H -0.9390 -2.5066 2.1461
H 2.2846 4.1540 -0.7347
H -3.9560 3.0327 2.8463
H 3.6939 5.6045 -0.7774
H -6.1105 1.0865 3.8581
H 0.8741 -3.0665 -4.7318
H -3.5794 3.1543 1.1253
H -5.1094 3.7910 1.7404
H 2.3009 6.5112 -0.1616
H 1.4566 -0.9869 -4.4789
H -0.8385 -5.0000 -1.3917
H -1.8702 1.4643 -4.7430
H -0.2716 -4.3300 -4.2754
H -1.5006 -0.7594 -6.0855
H 0.0749 0.9779 3.6110
H 4.6281 -5.4162 0.3259
H -4.6575 -0.8850 3.5422
H -1.2221 -2.3875 -5.4831
H 6.5039 -4.2467 1.3985
H 4.2919 4.8877 1.5000
H -3.7842 -4.1232 -0.6315
H -4.2727 -1.2082 -3.5971
H -0.0101 -4.1440 -0.0781
H -2.6452 -3.6682 -4.3165
H -2.2313 -4.7712 -3.0028
H 2.0018 6.6320 2.4739
H -6.7409 1.9647 -0.2584
*
```



2 unconnected molecules or ions with the total composition C3H6N2O. Source: the Open Molecules 2025 dataset; level of theory: ωB97M-V with the def2-TZVPD basis set.

Frontier orbital gap (eV): 10.84
LUMO level (eV): 0.869
SMILES: N=C=N.CC=O
Relative energy (zero: lowest compared OMol25 entry of this formula, charge and spin) (kcal/mol): 43.94

```
! RIJCOSX wB97M-V def2-TZVPD def2/J DEFGRID3
* xyz 0 1
O -0.6577 1.8857 -0.3529
N -0.0346 -2.0527 -1.4542
N 1.3873 -0.0830 -1.2170
C -0.0268 1.3270 0.5148
C 0.5994 -1.0143 -1.3446
C -0.5364 0.1371 1.2989
H 1.2771 0.7164 -1.8304
H 0.9666 1.7025 0.8312
H -1.0280 -0.6043 0.6624
H 0.2616 -0.3439 1.8713
H -0.9123 -2.1829 -0.9701
H -1.2960 0.5124 1.9906
*
```



2 unconnected molecules or ions with the total composition C8H16BNO2. Source: the Open Molecules 2025 dataset; level of theory: ωB97M-V with the def2-TZVPD basis set.

Frontier orbital gap (alpha / beta) (eV): 7.83 / 8.09
LUMO level (alpha / beta) (eV): -0.267 / 0.018
Relative energy (zero: lowest compared OMol25 entry of this formula, charge and spin) (kcal/mol): 42.07

```
! RIJCOSX wB97M-V def2-TZVPD def2/J DEFGRID3
* xyz 0 1
O 0.1936 0.6937 -3.1258
O 1.9130 -0.6693 -2.1697
N 1.8883 1.7990 -0.5521
C 1.4242 -0.9708 1.4842
C -1.8925 -0.9687 -1.7748
C -0.5011 -0.9406 -1.4407
C 0.1521 -0.2186 1.7222
C 0.9930 1.2591 -0.0558
C -1.4403 1.2032 0.3254
C -0.1188 0.6560 0.5219
C 0.2380 0.4907 3.0274
B 0.6179 -0.3307 -2.2790
H -0.5219 1.2732 3.1892
H -1.5978 1.4086 -0.7760
H -2.2546 0.5976 0.8287
H 0.8313 1.2206 -3.4405
H 1.5942 -1.4362 2.3727
H 1.4918 -1.6827 0.6142
H -0.2022 -1.7228 -0.7407
H -2.4498 -0.1416 -2.2329
H -1.4936 2.1146 0.8800
H 0.3338 -0.0905 3.9264
H 2.2153 -0.2503 1.2830
H -2.4496 -1.1830 -0.9101
H 1.2642 1.0354 2.9840
H -0.7276 -0.9025 1.7341
H 2.4991 -0.4482 -2.9687
H -2.0001 -1.7949 -2.4268
*
```



A molecular structure, C7H15LiNO5. Source: the Open Molecules 2025 dataset; level of theory: ωB97M-V with the def2-TZVPD basis set.

Frontier orbital gap (eV): 4.73
LUMO level (eV): 2.518
Relative energy (zero: lowest compared OMol25 entry of this formula, charge and spin) (kcal/mol): 0.00

```
! RIJCOSX wB97M-V def2-TZVPD def2/J DEFGRID3
* xyz -1 1
O 2.7749 1.4325 0.9034
O -2.1995 -0.1365 -1.2532
O 0.2176 -4.7298 -0.3188
O -0.9160 -2.9252 0.4487
O 0.5259 -2.6756 -1.2268
N 0.0553 0.5100 0.2073
C -1.9764 1.2190 -0.9477
C -0.0457 -3.5006 -0.3596
C -2.9107 -0.3493 -2.4410
C 1.7547 1.3059 1.8559
C 3.5716 0.2620 0.7470
C -1.1818 1.2961 0.3403
C 0.7312 0.2409 1.4863
Li -0.6489 -1.2203 -0.5576
H 3.7796 -0.2085 1.7141
H 2.1378 1.0721 2.8635
H 0.6833 1.1005 -0.3350
H -3.2161 -1.3907 -2.4720
H -1.4184 1.7004 -1.7672
H 1.2686 2.2838 1.9410
H 1.2300 -0.7262 1.4188
H 3.0820 -0.4688 0.1003
H -1.0024 2.3529 0.5806
H -2.2954 -0.1496 -3.3301
H -2.9196 1.7672 -0.8191
H -3.7850 0.3120 -2.5074
H -0.0205 0.1576 2.2722
H 4.5117 0.5910 0.3091
H -1.7876 0.8771 1.1470
*
```